25
Properties=species:S:1:pos:R:3:forces:R:3:lowdin_charge:R:1 method="wB97M-V/def2-TZVPD" gap_ev=9.8 homo_ev=-9.032 e_lumo_ha=0.0268 smiles="CCCC/C=C/CO.O"
C -1.3961 -2.5162 -1.7236 1.184 0.523 -3.114 -0.14
C -1.7171 -1.5925 -0.5842 -1.830 -0.562 -0.553 -0.32
C -0.6216 -0.6989 -0.2129 1.552 2.419 2.993 -0.26
C 0.1291 -1.1199 1.1387 1.994 -0.682 -2.680 -0.17
C 1.3468 -0.1263 1.2408 0.771 -1.053 -0.706 -0.10
C 1.2031 1.0311 1.8776 0.281 -1.556 -1.069 -0.14
C 1.9521 2.2887 1.6491 1.302 -1.040 3.537 -0.29
O 1.0350 3.2702 2.0027 -0.292 1.988 0.512 -0.07
H -2.2613 -2.9672 -2.1717 -0.967 0.109 -0.114 0.04
H -0.9483 -1.8532 -2.6321 -0.529 -1.845 2.027 0.12
H -0.8288 -3.4587 -1.5229 0.421 1.255 0.171 0.08
H -2.5611 -0.9072 -0.8964 0.374 -1.212 0.475 0.13
H -1.9836 -2.2904 0.2287 -0.420 0.846 0.152 0.11
H -0.9170 0.3455 0.0539 -0.536 -0.674 -0.325 0.11
H 0.0670 -0.4625 -1.0212 0.397 -0.613 -0.069 0.10
H 0.3256 -2.2262 0.9569 0.590 1.254 0.571 0.11
H -0.4765 -1.0874 2.0217 -0.600 0.441 0.322 0.09
H 2.3451 -0.2474 0.6247 -2.358 -0.092 0.898 0.15
H 0.3440 1.1813 2.4962 -0.656 -0.170 0.349 0.10
H 2.9575 2.2618 2.2866 -1.797 0.507 -1.125 0.15
H 2.1737 2.4624 0.6528 0.667 0.128 -1.937 0.09
H 0.5459 3.0321 2.8043 0.443 0.052 -0.321 0.08
O -0.0786 1.9473 -2.7351 -1.092 -0.284 -0.192 -0.08
H 0.3843 1.9935 -3.5783 -0.128 -0.018 0.009 0.03
H -1.0190 1.7402 -2.9562 1.229 0.278 0.191 0.05